No. 1
A molecular structure, C25H24N3O10P2PrS5, computed with the ωB97M-V functional and the def2-TZVPD basis.

XYZ file:
```
70
Properties=species:S:1:pos:R:3
Pr 0.0019 -0.5476 0.7446
O 1.0768 3.5317 6.9981
C 0.9421 2.8975 5.9779
S -0.2916 3.2115 4.7636
C 0.1057 1.9104 3.6256
C 1.1636 1.1211 3.9617
S 1.8575 -0.1975 3.1122
S 1.9548 1.5437 5.5038
S -0.9127 1.8339 2.2466
C 2.9346 3.6461 1.6248
C 2.4735 2.3517 1.3587
N 1.4587 2.0752 0.5632
C 0.9065 3.0923 -0.1228
C 1.3412 4.4327 0.0279
C 2.3545 4.6976 0.9698
C 0.7748 5.4546 -0.7681
C -0.1301 5.1677 -1.7437
C -0.5650 3.8364 -1.9526
C -1.4325 3.4946 -3.0060
C -1.7898 2.1767 -3.1685
C -1.3416 1.2481 -2.2345
N -0.5664 1.5332 -1.2000
C -0.1132 2.7971 -1.0943
H 3.7352 3.7904 2.3355
H 2.9541 1.5068 1.8320
H 2.6742 5.7178 1.1343
H 1.1085 6.4701 -0.6064
H -0.5203 5.9476 -2.3862
H -1.7954 4.2599 -3.6788
H -2.4160 1.8589 -3.9920
H -1.6048 0.2099 -2.3517
N -3.2921 -1.8431 -2.0695
C -3.2681 -2.4211 -0.6979
C -4.2825 -3.5116 -0.5094
P -3.5115 -1.0242 0.5217
O -3.7686 0.2264 -0.5834
O -4.7339 -1.2534 1.3123
O -2.2164 -0.6873 1.1815
P -1.4443 -2.8951 -0.5375
O -1.6483 -4.0881 -1.6519
O -1.1771 -3.3110 0.8533
O -0.9351 -1.6017 -1.1812
H -3.5294 -2.5301 -2.7816
H -2.2299 -1.5822 -2.0804
H -3.8745 -0.9990 -2.0784
H -5.2985 -3.1243 -0.5824
H -4.1523 -3.9152 0.4908
H -4.1278 -4.3105 -1.2348
H -3.2422 0.9515 -0.2406
H -0.7748 -4.4682 -1.7513
O 0.6803 -3.5421 -0.9866
C 1.5479 -2.7567 -0.5258
O 1.4694 -2.1787 0.5793
C 2.7707 -2.5446 -1.3591
C 3.6343 -3.6022 -1.5702
C 4.7604 -3.4514 -2.3656
C 4.9976 -2.2221 -2.9692
C 4.1369 -1.1651 -2.7657
C 3.0051 -1.2847 -1.9408
S 1.9678 0.0710 -1.7199
H 3.4154 -4.5509 -1.0930
H 5.4396 -4.2814 -2.5225
H 5.8659 -2.1004 -3.6113
H 4.3203 -0.2063 -3.2286
C -1.4091 -2.4818 3.7840
O -0.3743 -1.9156 3.0140
H -0.9916 -3.0664 4.6202
H -2.0553 -3.1232 3.1800
H -2.0039 -1.6588 4.1811
H -0.0060 -2.6175 2.4423
```

As for the multiplicity: 3. Its charge is -2. The relative energy (zero: lowest compared OMol25 entry of this formula, charge and spin) comes out at 75.9 kcal/mol.

Löwdin population analysis, charges in e, atoms 1 to 6: number 1, Pr, carries 0.647; number 2, O, carries -0.135; number 3, C, carries -1.097; number 4, S, carries 0.892; number 5, C, carries -1.142; number 6, C, carries -1.135

No. 2
C3H8N2O in the gas phase, computed with the ωB97M-V functional and the def2-TZVPD basis.

XYZ file:
```
14
Properties=species:S:1:pos:R:3
O 2.9566 -0.3735 -0.2157
C 1.8303 -0.3190 -0.5978
C 0.6434 -0.6170 0.2647
N -0.4440 0.2930 -0.1518
C -1.7113 -0.0365 0.4509
N -2.6906 1.0008 0.1674
H 1.5451 -0.0857 -1.6343
H 0.7168 -0.5740 1.3491
H 0.2788 -1.6122 -0.0081
H -0.1739 1.2438 0.0143
H -1.9875 -1.0118 0.0107
H -1.6733 -0.2359 1.5325
H -3.5903 0.5955 0.2954
H -2.5340 1.3147 -0.7869
```

Its charge is 0. The relative energy (zero: lowest compared OMol25 entry of this formula, charge and spin) comes out at 43.8 kcal/mol.

Löwdin population analysis, charges in e, atoms 1 to 6: number 1, O, carries 0.071; number 2, C, carries -0.270; number 3, C, carries -0.180; number 4, N, carries -0.094; number 5, C, carries -0.362; number 6, N, carries 0.007

No. 3
A molecular structure, C4H5NO2, computed with the ωB97M-V functional and the def2-TZVPD basis.

XYZ file:
```
12
Properties=species:S:1:pos:R:3
N -0.1025 0.5620 1.6663
C -0.3691 -0.0967 0.6144
C 0.4126 -1.2863 0.1068
C 1.1287 -0.2814 -0.7700
O 0.5613 0.2992 -1.6778
C -1.1130 0.7704 -0.4139
O -2.1183 0.5803 -1.0319
H -0.7387 1.3730 1.6761
H -0.5944 1.7587 -0.2160
H 1.0599 -1.7678 0.8482
H -0.2010 -2.0175 -0.4325
H 2.0745 0.1060 -0.3698
```

Its charge is 0. The relative energy (zero: lowest compared OMol25 entry of this formula, charge and spin) comes out at 69.3 kcal/mol.

Löwdin population analysis, charges in e, atoms 1 to 6: number 1, N, carries 0.168; number 2, C, carries -0.357; number 3, C, carries -0.039; number 4, C, carries -0.233; number 5, O, carries 0.049; number 6, C, carries -0.302

No. 4
2 unconnected molecules or ions with the total composition C4H10N2O, computed with the ωB97M-V functional and the def2-TZVPD basis.

XYZ file:
```
17
Properties=species:S:1:pos:R:3
C -2.5929 -0.0929 -0.8334
C 0.8971 1.4198 -0.2474
C 1.1973 0.1379 0.4683
N -1.7766 -1.1239 -0.5770
N 2.2903 -0.5599 -0.0224
C 0.4205 -0.3408 1.4433
O -2.4246 1.0354 -0.4435
H -3.4631 -0.3792 -1.4556
H -1.9655 -2.0475 -0.9219
H -0.9503 -0.9624 0.0012
H 2.6587 -1.2751 0.5857
H 3.0011 0.0002 -0.4653
H 1.1168 1.3172 -1.3088
H -0.1486 1.6891 -0.1288
H 1.5126 2.2264 0.1522
H 0.6627 -1.2524 1.9647
H -0.4354 0.2081 1.7889
```

Its charge is 0. The relative energy (zero: lowest compared OMol25 entry of this formula, charge and spin) comes out at 25.9 kcal/mol.

Löwdin population analysis, charges in e, atoms 1 to 6: number 1, C, carries -0.438; number 2, C, carries -0.046; number 3, C, carries -0.493; number 4, N, carries 0.133; number 5, N, carries 0.084; number 6, C, carries -0.024

No. 5
2 unconnected molecules or ions with the total composition C2H7N2O2, computed with the ωB97M-V functional and the def2-TZVPD basis.

XYZ file:
```
13
Properties=species:S:1:pos:R:3
N 0.4620 -0.2174 -0.6668
C 0.8041 1.1836 -0.7497
N 1.7465 1.4275 0.5027
H -0.0558 -0.5593 0.1341
H -0.0999 -0.5298 -1.4418
H -0.0476 1.8820 -0.6076
H 1.4675 1.3819 -1.6194
H 1.7604 0.4501 0.8225
H 1.1318 1.9821 1.0762
O -1.1485 -2.4640 -0.1506
C -1.7715 -1.7833 0.6602
O -1.3579 -0.8740 1.4799
H -2.8913 -1.8793 0.5603
```

Its charge is -1. The relative energy (zero: lowest compared OMol25 entry of this formula, charge and spin) comes out at 26.1 kcal/mol.

Löwdin population analysis, charges in e, atoms 1 to 6: number 1, N, carries -0.029; number 2, C, carries -0.332; number 3, N, carries -0.039; number 4, H, carries 0.000; number 5, H, carries 0.050; number 6, H, carries 0.089

No. 6
3 unconnected molecules or ions with the total composition C6H13BrNO6, computed with the ωB97M-V functional and the def2-TZVPD basis.

XYZ file:
```
27
Properties=species:S:1:pos:R:3
N 2.3711 3.2621 -3.6803
Br 3.4442 1.6108 -3.3220
H 1.4735 2.7606 -3.7523
C -1.1681 0.0113 -1.3200
O -1.1060 1.3524 -0.8155
C -0.9414 2.2766 -1.7747
O -0.8799 2.0553 -2.9565
O -0.8195 3.4761 -1.2056
C -0.4110 4.5032 -2.1429
H -1.2620 -0.6131 -0.4350
H -2.0215 -0.1221 -1.9853
H -0.2620 -0.2271 -1.8769
H -1.1594 4.6120 -2.9275
H 0.5462 4.2307 -2.5987
H -0.3321 5.4027 -1.5397
C 0.1114 -5.1861 3.0013
O 0.5245 -3.9107 3.5080
C 0.1908 -2.8764 2.7244
O -0.4095 -2.9642 1.6796
O 0.6417 -1.7571 3.2799
C 0.3964 -0.5688 2.5033
H 0.4555 -5.9031 3.7407
H -0.9722 -5.2184 2.8916
H 0.5642 -5.3724 2.0280
H -0.6718 -0.4465 2.3310
H 0.9049 -0.6325 1.5427
H 0.7920 0.2445 3.1025
```

Its charge is -1.

Löwdin population analysis, charges in e, atoms 1 to 6: number 1, N, carries -0.651; number 2, Br, carries 0.005; number 3, H, carries -0.232; number 4, C, carries -0.041; number 5, O, carries -0.013; number 6, C, carries -0.620

These records have F_max values of 3.9 2.2 1.5 0.8 2.7 0.7 eV/A, in the order they appear.
These records have electronic energy values of -138095.34673 -8267.42865 -9811.30957 -9337.86569 -9263.56432 -90249.55787 eV, in the order they appear.